Density functional theory data (the ωB97M-V functional and the def2-TZVPD basis) for an isolated molecule of C13H14N2O2 at a distorted geometry.

Computed properties:
Charge   0
Maximum force   0.0252 Eh/bohr
ΔE to the lowest compared entry with this formula, charge and spin   22.30 kcal per mole
SMILES   Cc1cc(NC(=O)Cc2ccccc2C)no1
HOMO level   -9.1 eV
Molar mass   230.27 g/mol

The geometry in XYZ format:
```
31
Properties=species:S:1:pos:R:3:forces:R:3:lowdin_charge:R:1
C -5.2111 1.7484 -0.2331 -0.06 -0.28 0.01 -0.002
C -4.1477 0.7243 -0.0994 0.76 0.05 0.11 -0.314
C -2.8043 0.8236 0.1188 -0.49 -0.10 -0.08 0.057
C -2.3748 -0.5289 0.1445 -1.03 0.34 -0.13 -0.308
N -1.1085 -1.0412 0.3254 -0.12 -0.45 -0.02 0.153
C 0.0286 -0.3095 0.5575 -0.07 -0.46 0.02 -0.463
O 0.0369 0.8947 0.6195 0.06 0.22 0.00 0.104
C 1.2592 -1.1860 0.7528 0.20 0.32 -0.02 -0.057
C 2.5165 -0.4502 0.3763 0.05 -0.05 0.07 -0.195
C 3.3889 -0.0160 1.3633 -0.05 -0.06 -0.04 -0.036
C 4.5443 0.6722 1.0395 0.09 0.05 0.04 -0.085
C 4.8346 0.9331 -0.2870 0.07 0.05 0.04 -0.085
C 3.9662 0.5075 -1.2761 -0.04 -0.01 0.00 -0.045
C 2.8022 -0.1814 -0.9644 0.09 0.00 0.01 -0.224
C 1.8733 -0.6230 -2.0552 0.02 0.01 0.08 -0.029
N -3.3861 -1.3459 -0.0446 1.08 -0.69 0.16 0.095
O -4.4907 -0.5718 -0.1965 -0.49 0.71 -0.05 -0.001
H -4.7701 2.7399 -0.2104 0.00 0.04 0.00 0.087
H -5.9271 1.6532 0.5821 -0.05 0.06 0.03 0.089
H -5.7490 1.6089 -1.1691 -0.04 0.06 -0.05 0.089
H -2.1977 1.6929 0.2449 0.05 0.21 0.01 0.105
H -1.0671 -2.0503 0.3030 0.16 0.11 0.00 0.152
H 1.2947 -1.4550 1.8120 -0.03 -0.06 -0.05 0.130
H 1.1584 -2.1036 0.1693 -0.05 -0.03 0.07 0.118
H 3.1595 -0.2171 2.4002 -0.04 -0.03 0.10 0.112
H 5.2119 1.0048 1.8203 0.05 0.03 0.06 0.100
H 5.7327 1.4711 -0.5524 0.07 0.04 -0.02 0.101
H 4.1928 0.7183 -2.3117 0.00 0.01 -0.10 0.108
H 1.7691 -1.7085 -2.0632 -0.06 -0.07 -0.06 0.086
H 0.8841 -0.1899 -1.9123 -0.12 0.01 -0.09 0.081
H 2.2481 -0.3090 -3.0260 -0.03 -0.01 -0.06 0.079
```
Forces are in eV/Å.